77
Properties=species:S:1:pos:R:3:forces:R:3:lowdin_charge:R:1 method="wB97M-V/def2-TZVPD" spin_multiplicity=1 charge=+1 homo_energy_ev=-10.42
C -6.67496 3.23701 1.52455 0.192 -0.131 0.015 -0.09
C -5.98454 3.30078 2.73832 0.221 -0.101 -0.158 -0.07
C -4.71672 2.72084 2.85522 -0.016 -0.092 -0.191 -0.03
C -4.12764 2.05274 1.76911 0.351 -0.249 -0.121 -0.19
C -2.69619 1.45575 1.89604 -0.030 -0.046 0.304 -0.19
C -1.62122 2.49912 1.62446 -0.160 -0.106 0.168 -0.19
C -0.43193 2.45870 2.35972 -0.070 0.164 -0.187 -0.05
C 0.58714 3.37220 2.09605 -0.055 0.001 -0.087 -0.09
C 0.41590 4.33548 1.09827 -0.003 -0.088 -0.044 -0.10
C -0.77459 4.38590 0.36889 -0.064 -0.202 0.126 -0.07
C -1.79417 3.47016 0.63616 0.289 0.054 -0.010 -0.02
C -2.47747 0.20548 0.99152 -0.738 0.236 -0.887 -0.30
C -3.49831 -0.90129 1.33946 0.213 0.246 0.114 -0.12
C -2.73405 -2.22882 1.27896 0.161 0.037 -0.319 -0.15
C -1.23904 -1.85590 1.29930 0.073 -0.149 1.211 -0.22
N -1.17698 -0.46651 0.92961 0.411 0.840 -0.283 -0.01
C -4.83519 1.98861 0.56508 -0.206 0.170 0.041 -0.06
C -6.09831 2.58084 0.43829 0.315 -0.091 0.157 -0.07
H -7.65756 3.69173 1.42518 0.177 -0.069 0.048 0.10
H -6.43134 3.81142 3.59344 0.159 -0.164 -0.252 0.11
H -4.17225 2.79166 3.80044 -0.164 -0.038 -0.260 0.12
H -2.59281 1.11518 2.94159 0.063 0.139 -0.235 0.15
H -0.32884 1.71878 3.15684 0.038 0.210 -0.194 0.12
H 1.50562 3.33133 2.68310 -0.207 0.096 -0.175 0.10
H 1.20766 5.05399 0.89057 -0.172 -0.118 0.085 0.10
H -0.92737 5.14123 -0.40261 0.118 -0.153 0.224 0.11
H -2.73659 3.51547 0.08777 0.294 0.033 0.140 0.11
H -2.66480 0.55507 -0.04072 -0.115 -0.006 0.312 0.12
H -3.90136 -0.72705 2.34801 0.008 -0.019 -0.322 0.12
H -4.31453 -0.85577 0.61348 -0.050 -0.180 0.357 0.11
H -2.98432 -2.88076 2.11755 -0.022 -0.044 -0.206 0.11
H -2.97530 -2.73780 0.34056 0.066 -0.100 0.192 0.11
H -0.80867 -1.96497 2.31127 -0.201 -0.377 -0.115 0.11
H -0.65578 -2.52442 0.64982 -0.067 0.210 -0.129 0.09
H -0.36255 0.05807 1.24498 -0.506 -0.178 0.039 0.10
H -4.39625 1.48364 -0.29775 -0.207 0.173 0.245 0.11
H -6.61300 2.52357 -0.52021 0.043 0.039 0.263 0.11
C 4.12693 3.83162 -0.76755 -0.237 0.081 0.071 -0.06
N 4.09886 2.71856 -1.69808 -0.438 0.210 -0.428 -0.23
C 5.18616 2.74818 -2.66214 0.138 -0.426 0.230 -0.07
C 3.43353 1.52383 -1.38478 -0.088 -0.323 0.512 -0.21
C 2.04068 1.37540 -1.62826 0.262 -0.213 0.106 0.04
C 1.41540 0.14613 -1.44781 0.177 0.488 -0.283 0.00
C 2.11485 -0.95101 -0.89296 -0.139 0.239 0.163 -0.15
C 1.53749 -2.26106 -0.83052 1.788 -0.076 -0.803 0.04
C 2.04790 -3.32879 0.02224 -0.277 -1.237 0.009 -0.11
C 1.65800 -4.58700 -0.54826 1.148 0.124 0.973 -0.10
C 2.16995 -5.78985 -0.07780 -0.587 0.565 -0.207 0.02
C 2.97311 -5.76765 1.06959 0.092 0.592 0.313 -0.02
C 3.32768 -4.54437 1.66992 -0.030 -0.414 -0.174 -0.04
C 2.89209 -3.32502 1.13443 -0.057 0.098 0.057 0.00
C 0.91133 -4.31906 -1.76325 -0.304 0.775 -1.192 -0.10
C 0.84033 -2.88983 -1.94451 -0.710 -1.340 -0.077 -0.09
C 0.36302 -2.39722 -3.15942 0.027 0.070 0.023 0.02
C -0.12190 -3.29478 -4.12101 0.026 -0.554 -0.035 -0.04
C -0.04110 -4.68802 -3.92646 -0.187 0.801 -0.060 -0.02
C 0.53358 -5.20410 -2.75893 0.003 0.225 0.664 0.01
C 3.48124 -0.76286 -0.54922 0.237 0.171 -0.119 0.02
C 4.13281 0.43398 -0.81747 -0.324 -0.186 -0.274 0.03
H 3.31492 3.74666 -0.03538 0.178 0.048 -0.193 0.08
H 5.09198 3.87509 -0.23482 -0.200 -0.060 0.022 0.09
H 4.01917 4.77122 -1.32487 -0.054 -0.107 0.187 0.09
H 5.08325 1.91937 -3.37184 0.061 0.221 0.129 0.10
H 5.15022 3.69730 -3.21306 -0.047 -0.223 0.076 0.09
H 6.16987 2.68753 -2.17115 -0.029 -0.043 -0.137 0.09
H 1.49232 2.22649 -2.03131 0.124 -0.236 0.078 0.13
H 0.38541 0.01160 -1.77111 0.114 0.164 0.389 0.11
H 1.93138 -6.71471 -0.60590 0.111 0.178 0.336 0.12
H 3.32024 -6.70742 1.50290 -0.002 0.332 -0.154 0.12
H 3.97828 -4.55243 2.54819 -0.272 0.046 -0.329 0.12
H 3.23569 -2.38158 1.55849 -0.217 -0.324 0.122 0.12
H 0.41292 -1.33251 -3.38109 -0.191 -0.293 -0.011 0.11
H -0.54269 -2.91597 -5.05540 0.192 -0.089 0.355 0.12
H -0.42688 -5.36882 -4.68747 0.210 0.266 0.161 0.12
H 0.68597 -6.27569 -2.60799 -0.158 0.339 -0.197 0.12
H 4.06689 -1.60430 -0.18963 -0.150 0.229 -0.047 0.11
H 5.19744 0.53966 -0.59864 -0.327 -0.064 -0.122 0.13